[1]
This record from OMol25 describes 2 unconnected molecules or ions with the total composition C6H11N in a non-equilibrium geometry. The level of theory is the ωB97M-V functional and the def2-TZVPD basis.

Computed properties:
Maximum force, eV/A: 5.51
E_tot, Eh: -289.83650
Highest occupied orbital energy, hartree: -0.33757
ΔE to the lowest compared entry with this formula, charge and spin, kJ/mol: 354.93
SMILES: C=C/N=C/C.C=C
Lowest unoccupied orbital energy, Ha: 0.0366
Frontier orbital gap, eV: 10.2

Geometry as ORCA input:
```
! wB97M-V def2-TZVPD RIJCOSX def2/J DEFGRID3
* xyz 0 1
C -2.53914 -0.02458 0.40374
C -1.33618 0.45481 0.55326
N -0.48995 0.92233 -0.38251
C 0.60316 1.46092 -0.15895
C 1.35546 1.88749 -1.35149
H -3.15769 -0.39012 1.32344
H -2.84700 0.00839 -0.58391
H -1.11345 0.38078 1.70014
H 0.83431 1.55257 0.87284
H 1.63594 3.00132 -1.31601
H 2.18313 1.22237 -1.39338
H 0.75375 1.85719 -2.31755
C 0.60451 -2.22828 1.12038
C 0.76821 -1.90094 -0.16078
H -0.19077 -2.85647 1.48792
H 1.25346 -1.68750 1.77770
H 0.32296 -2.44438 -0.98212
H 1.35930 -1.21589 -0.59274
*
```

***

[2]
This record from OMol25 describes C6H11N in the gas phase in a non-equilibrium geometry. The level of theory is the ωB97M-V functional and the def2-TZVPD basis.

Computed properties:
Maximum force, eV/A: 3.89
E_tot, Eh: -289.86666
Highest occupied orbital energy, hartree: -0.24882
ΔE to the lowest compared entry with this formula, charge and spin, kJ/mol: 275.72
SMILES: C=CC(N)=C(C)C
Lowest unoccupied orbital energy, Ha: 0.0189
Frontier orbital gap, eV: 7.3

Geometry as ORCA input:
```
! wB97M-V def2-TZVPD RIJCOSX def2/J DEFGRID3
* xyz 0 1
C -1.65952 2.07658 0.54906
C -1.21812 1.03490 -0.17289
C -0.01032 0.32292 0.13201
N 0.56328 0.61873 1.41779
C 0.55207 -0.79613 -0.47783
C 1.97280 -0.96979 -0.62986
C -0.46261 -1.87906 -0.83929
H -2.53407 2.65903 0.28344
H -1.11984 2.30515 1.46565
H -1.65765 0.71029 -1.11480
H -0.01767 0.57444 2.24359
H 1.32905 0.04173 1.74663
H 2.49680 -0.01921 -0.63538
H 2.17105 -1.31881 -1.66506
H 2.52481 -1.72905 -0.04521
H -1.20495 -2.01813 -0.05237
H -0.89366 -1.64679 -1.83695
H 0.08802 -2.79736 -1.05834
*
```